(1)
This record from OMol25 describes a single C3H5NO2 molecule. The level of theory is ωB97M-V/def2-TZVPD.

```
11
C3H5NO2 | OMol25 | ωB97M-V/def2-TZVPD
H 2.106 1.298 0.271
N 1.295 0.705 0.303
C 1.346 -0.097 -0.671
O 0.331 -0.942 -0.874
C -0.732 -0.804 0.090
C -1.334 0.565 0.475
O -1.915 0.717 1.524
H 2.141 -0.139 -1.425
H -0.428 -1.291 1.011
H -1.514 -1.363 -0.411
H -1.297 1.352 -0.294
```

Kohn-Sham gap = 10.6534 eV
energy above the lowest of the compared OMol25 structures with the same formula, charge and spin = 1.771 eV
highest occupied orbital energy = -0.36167 Eh
SMILES string = [H]/N=C/OCC=O
molecular weight = 87.1 g/mol
total charge = 0



(2)
This record from OMol25 describes a single C5H7NO molecule. The level of theory is ωB97M-V/def2-TZVPD.

```
14
C5H7NO | OMol25 | ωB97M-V/def2-TZVPD
O 2.178 -1.302 1.995
C 0.897 -1.710 1.560
C 0.351 -0.866 0.499
C -0.034 -0.135 -0.379
C -0.479 0.721 -1.412
C -1.810 1.670 -1.121
N -0.461 2.160 -1.330
H 2.752 -1.283 1.218
H 0.900 -2.754 1.211
H 0.242 -1.654 2.434
H -0.292 0.393 -2.444
H -2.135 1.656 -0.079
H -2.036 0.769 -1.751
H -0.073 2.338 -0.400
```

Kohn-Sham gap = 8.8371 eV
energy above the lowest of the compared OMol25 structures with the same formula, charge and spin = 5.771 eV
highest occupied orbital energy = -0.29700 Eh
SMILES string = OCC#C[C@H]1CN1
molecular weight = 97.1 g/mol
total charge = 0



(3)
This record from OMol25 describes a molecular structure, C16H47GeI2N2O2RhSbSeSi3. The level of theory is ωB97M-V/def2-TZVPD.

```
76
C16H47GeI2N2O2RhSbSeSi3 | OMol25 | ωB97M-V/def2-TZVPD
Rh 0.239 -0.372 -2.012
C 4.898 1.810 -1.993
O 3.721 2.248 -2.716
C 2.592 1.631 -2.500
O 2.415 0.708 -1.699
N 1.602 2.146 -3.273
N 0.350 1.519 -3.307
H 4.805 2.091 -0.947
H 5.723 2.342 -2.453
H 5.023 0.736 -2.104
H 1.830 2.842 -3.969
H 0.169 1.193 -4.257
H -0.371 2.189 -3.051
C -2.815 1.506 -1.254
Ge -4.153 0.132 -1.678
C -4.196 -1.197 -0.247
C -5.887 0.894 -2.074
C -3.472 -0.744 -3.319
Se -1.677 -1.502 -3.276
C -2.034 -3.239 -2.482
H -3.114 2.084 -0.379
H -2.707 2.206 -2.085
H -1.839 1.049 -1.035
H -4.665 -0.777 0.644
H -3.185 -1.520 0.011
H -4.778 -2.070 -0.543
H -6.277 1.418 -1.202
H -6.594 0.110 -2.344
H -5.824 1.602 -2.900
H -3.448 -0.031 -4.144
H -4.103 -1.574 -3.639
H -2.539 -3.120 -1.529
H -1.080 -3.745 -2.361
H -2.655 -3.793 -3.181
C -2.253 0.011 2.612
Si -0.954 -1.281 2.826
C -1.214 -2.900 1.983
C -0.123 -1.299 4.464
Sb 0.764 -0.129 0.708
Si 2.903 -1.643 1.336
C 4.176 -0.296 1.429
C 2.697 -2.573 2.918
C 3.095 -2.718 -0.163
Si 0.869 2.359 1.679
C -0.701 3.219 1.207
C 1.118 2.176 3.507
C 2.352 3.068 0.812
H -3.162 -0.383 3.085
H -2.494 0.225 1.571
H -1.990 0.933 3.130
H -2.002 -3.423 2.543
H -0.326 -3.531 2.012
H -1.558 -2.798 0.955
H -0.919 -1.196 5.212
H 0.559 -0.463 4.616
H 0.400 -2.234 4.655
H 4.017 0.384 2.266
H 4.220 0.272 0.499
H 5.151 -0.774 1.577
H 2.611 -1.914 3.782
H 3.620 -3.150 3.046
H 1.876 -3.289 2.916
H 3.341 -2.096 -1.025
H 2.208 -3.321 -0.369
H 3.930 -3.407 -0.002
H -1.587 2.771 1.655
H -0.839 3.262 0.127
H -0.636 4.249 1.572
H 0.232 1.799 4.020
H 1.319 3.173 3.914
H 1.974 1.548 3.761
H 2.186 3.177 -0.259
H 3.262 2.494 0.984
H 2.513 4.071 1.222
I 1.971 -2.091 -3.548
I 1.439 -1.055 -5.938
```

multiplicity = 5
Kohn-Sham gap (alpha / beta) = 6.8124 / 5.5879 eV
energy above the lowest of the compared OMol25 structures with the same formula, charge and spin = 0.000 eV
highest occupied orbital energy (alpha / beta) = -0.59528 / -0.61763 Eh
molecular weight = 1013.9 g/mol
total charge = +3